--- P ---
Entry from the OMol25 dataset: a cluster of 8 separate species, C24H24F8O24 in total (ωB97M-V with the def2-TZVPD basis set).

The frontier orbital gap comes out at 10.8427 eV. For the LUMO energy, the calculation gives -0.34 eV. Its structure (SMILES) is O=C1OC[C@@H](F)O1.O=C1OC[C@@H](F)O1.O=C1OC[C@@H](F)O1.O=C1OC[C@@H](F)O1.O=C1OC[C@@H](F)O1.O=C1OC[C@@H](F)O1.O=C1OC[C@@H](F)O1.O=C1OC[C@@H](F)O1.

```
! wB97M-V def2-TZVPD RIJCOSX def2/J DEFGRID3
* xyz 0 1
C -1.19674 0.11364 0.76117
C -1.67922 0.38474 -0.65375
O -0.46650 0.69393 -1.30578
C 0.41602 1.17750 -0.38082
O 1.44262 1.62421 -0.65909
O -0.10690 1.08026 0.83857
F -2.47294 1.49974 -0.69005
H -0.72985 -0.85841 0.93795
H -1.88821 0.23764 1.57813
H -2.12599 -0.48601 -1.12910
C -1.99984 -5.37505 0.02041
C -2.94956 -4.20879 -0.16845
O -2.09946 -3.11393 -0.35039
C -0.85481 -3.43903 0.10457
O 0.03179 -2.71765 0.24306
O -0.82329 -4.72647 0.49810
F -3.73731 -4.01312 0.99644
H -1.74928 -5.81768 -0.94991
H -2.46303 -6.12552 0.65311
H -3.68084 -4.33852 -0.95464
C 3.84619 -0.08521 1.19545
C 3.86874 -0.21916 2.76167
O 4.54872 0.99499 3.16539
C 4.74989 1.76448 2.06649
O 5.45433 2.71556 2.00101
O 4.02337 1.30521 1.04294
F 4.65459 -1.32091 3.05514
H 2.81888 -0.28141 0.88825
H 4.56637 -0.71379 0.68688
H 2.97403 -0.26198 3.37693
C 4.71940 2.41828 -2.43501
C 5.95283 1.54640 -2.22925
O 6.59931 1.58975 -3.47587
C 6.00666 2.49312 -4.29507
O 6.37372 2.78429 -5.35386
O 4.89621 3.00150 -3.71988
F 5.55986 0.22410 -1.97128
H 4.63068 3.13188 -1.62082
H 3.79110 1.84356 -2.39023
H 6.60872 1.82533 -1.40445
C -0.88648 -2.35010 5.33705
C -1.30653 -2.53788 3.85872
O -0.32861 -3.36452 3.33912
C 0.49787 -3.82605 4.32880
O 1.26106 -4.69612 4.16314
O 0.20902 -3.23736 5.51354
F -1.24698 -1.33344 3.19869
H -1.66888 -2.69043 6.01420
H -0.67067 -1.30404 5.53778
H -2.30221 -2.96328 3.75797
C 3.26642 4.79609 0.04834
C 4.39205 5.80021 -0.18629
O 3.74947 7.04418 -0.05242
C 2.39491 6.89351 -0.15682
O 1.62932 7.75881 -0.30138
O 2.04760 5.60172 -0.00544
F 4.80502 5.67996 -1.51200
H 3.12961 4.28009 1.00269
H 3.05748 3.99821 -0.66230
H 5.21005 5.64907 0.51150
C -3.61060 -0.67780 -4.25958
C -5.04041 -0.63825 -4.73436
O -5.56772 -1.85586 -4.27432
C -4.55678 -2.74245 -4.14025
O -4.63190 -3.90806 -3.95913
O -3.35069 -2.08974 -4.14594
F -5.08554 -0.63350 -6.13838
H -3.50376 -0.27447 -3.24312
H -2.92159 -0.05054 -4.82307
H -5.59130 0.22369 -4.36123
C -4.82387 -1.04155 1.55554
C -5.11686 0.45043 1.54696
O -5.88605 0.53979 0.37857
C -5.49699 -0.43133 -0.47483
O -5.60697 -0.33019 -1.61998
O -4.68029 -1.30744 0.16518
F -3.96953 1.17839 1.46825
H -5.64710 -1.54388 2.07133
H -3.92828 -1.21449 2.15034
H -5.73354 0.80114 2.36915
*
```



--- Q ---
Entry from the OMol25 dataset: a cluster of 8 separate species, C24H24F8O24 in total (ωB97M-V with the def2-TZVPD basis set).

The frontier orbital gap comes out at 10.6640 eV. For the LUMO energy, the calculation gives 0.02 eV. Its structure (SMILES) is O=C1OC[C@@H](F)O1.O=C1OC[C@@H](F)O1.O=C1OC[C@@H](F)O1.O=C1OC[C@@H](F)O1.O=C1OC[C@@H](F)O1.O=C1OC[C@@H](F)O1.O=C1OC[C@@H](F)O1.O=C1OC[C@@H](F)O1.

```
! wB97M-V def2-TZVPD RIJCOSX def2/J DEFGRID3
* xyz 0 1
C -33.32298 4.52569 -5.53846
C -32.84415 4.55864 -4.07258
O -31.74705 5.46733 -4.20784
C -31.80587 6.12871 -5.35682
O -31.12118 7.03292 -5.76202
O -32.89076 5.72289 -6.03743
F -32.30322 3.42589 -3.70080
H -34.38014 4.33580 -5.72405
H -32.81845 3.75730 -6.12423
H -33.54329 5.03021 -3.38199
C -24.45062 6.70909 -8.88276
C -24.79586 5.74405 -10.08920
O -25.65990 4.82303 -9.47841
C -26.18173 5.33708 -8.31473
O -27.08636 4.82262 -7.61821
O -25.50455 6.47161 -8.00889
F -23.77736 4.98241 -10.52465
H -24.37031 7.72660 -9.26527
H -23.48861 6.42820 -8.45413
H -25.20143 6.26511 -10.95645
C -25.86889 0.34120 -4.04121
C -25.48450 -1.06686 -4.41851
O -26.63976 -1.77694 -4.13237
C -27.52698 -1.07930 -3.44753
O -28.62339 -1.54702 -3.02525
O -27.07903 0.19726 -3.35187
F -24.57681 -1.42350 -3.54242
H -25.99469 0.85342 -4.99510
H -25.12496 0.85847 -3.43532
H -25.09459 -1.28070 -5.41367
C -19.79133 7.99380 3.34208
C -20.76847 8.84336 2.46526
O -21.90080 8.07238 2.55919
C -21.49212 6.78194 2.63882
O -22.19490 5.82377 2.26957
O -20.24232 6.68624 3.09027
F -20.37347 8.94832 1.18183
H -19.85081 8.25561 4.39850
H -18.73825 8.01214 3.06140
H -20.89420 9.85015 2.86360
C -24.65838 5.64928 -2.48007
C -26.16549 5.94429 -2.15707
O -26.20707 7.07289 -1.31379
C -24.98054 7.70770 -1.40550
O -24.74486 8.78052 -0.77530
O -24.16337 6.95830 -2.18254
F -26.55545 4.87764 -1.54964
H -24.43227 5.35942 -3.50621
H -24.12886 5.02516 -1.76022
H -26.83110 6.05981 -3.01247
C -19.49387 3.11024 -9.37097
C -20.45083 2.02007 -9.52365
O -21.33699 2.03388 -8.44016
C -20.80288 2.71274 -7.44650
O -21.21843 2.79090 -6.29817
O -19.76897 3.42260 -7.95795
F -19.72286 0.88082 -9.42439
H -19.74649 3.92828 -10.04558
H -18.51018 2.75451 -9.67741
H -20.81792 2.12083 -10.54501
C -23.45883 14.53568 2.16262
C -24.52355 15.09165 1.26027
O -25.54806 15.31817 2.20912
C -25.38211 14.63924 3.30716
O -26.19168 14.62657 4.21919
O -24.16015 14.10928 3.30948
F -25.00625 14.17330 0.46216
H -22.72867 15.28759 2.46195
H -22.90561 13.75328 1.64310
H -24.15080 15.93944 0.68545
C -30.03245 12.33296 -3.56005
C -28.57490 12.00062 -3.32166
O -27.97443 13.18797 -3.65313
C -28.74730 14.13267 -3.43937
O -28.52256 15.34305 -3.36680
O -30.00499 13.73296 -3.48949
F -28.13013 11.08009 -4.11025
H -30.71481 11.92717 -2.81318
H -30.22824 11.88682 -4.53511
H -28.17531 11.89888 -2.31266
*
```



P takes first place; second place is 92.6 kcal/mol up.



--- P ---
Entry from the OMol25 dataset: the molecule C4H7OP (ωB97M-V with the def2-TZVPD basis set).

The frontier orbital gap comes out at 10.2849 eV. For the LUMO energy, the calculation gives 1.02 eV. Its structure (SMILES) is C1OCP2C[C@H]12.

```
! wB97M-V def2-TZVPD RIJCOSX def2/J DEFGRID3
* xyz 0 1
C 0.32456 0.36104 1.24099
C -0.91862 0.76144 -0.98490
C 1.09525 -1.05629 -0.45982
C -0.93921 0.17996 0.36643
O 1.40950 0.01243 0.38838
P -0.64554 -1.06745 -0.90580
H 0.44556 1.44366 1.32409
H 0.25000 -0.26456 2.17730
H -2.00424 1.15183 -1.31868
H -0.09832 1.28983 -1.26498
H 1.70453 -0.89648 -1.45492
H 1.31977 -2.11501 -0.09013
H -1.94323 0.19960 0.98205
*
```



--- Q ---
Entry from the OMol25 dataset: a structure of composition C4H7OP (ωB97M-V with the def2-TZVPD basis set).

The frontier orbital gap comes out at 8.2864 eV. For the LUMO energy, the calculation gives -0.16 eV.

```
! wB97M-V def2-TZVPD RIJCOSX def2/J DEFGRID3
* xyz 0 1
C 1.50357 -0.55956 -0.69183
C 0.61919 -0.02351 0.31459
C -1.77264 0.28507 -0.57784
C -0.92200 -0.22428 0.63611
O 2.79136 -0.33053 -0.32535
P 2.58133 1.07493 0.55059
H 1.17414 -1.41059 -1.25583
H -2.82937 0.50747 -0.29785
H -1.52538 -0.38539 -1.46509
H -1.48392 1.33325 -0.90282
H -1.19780 0.36311 1.51201
H -1.14636 -1.28152 0.77414
H 2.20788 0.65155 1.72916
*
```



P takes first place; second place is 55.2 kcal/mol up.



--- P ---
Entry from the OMol25 dataset: the molecule C23H31N3O4S (ωB97M-V with the def2-TZVPD basis set).

The frontier orbital gap comes out at 8.3217 eV. For the LUMO energy, the calculation gives 0.66 eV. Its structure (SMILES) is COc1ccc(OC)c(S(=O)(=O)N2CCC[C@@H](N3CCN(c4ccccc4)CC3)C2)c1.

```
! wB97M-V def2-TZVPD RIJCOSX def2/J DEFGRID3
* xyz 0 1
C 4.27432 4.65657 0.04712
H 4.60403 5.67944 0.22190
H 3.87381 4.57024 -0.96700
H 3.49359 4.39700 0.76830
O 5.42143 3.85521 0.21902
C 5.29960 2.51477 0.03876
C 4.11943 1.85614 -0.28699
C 4.10605 0.48453 -0.44829
C 5.25707 -0.27981 -0.28367
C 6.44263 0.38579 0.03296
C 6.46044 1.75608 0.19137
H 7.37922 2.26554 0.43473
H 7.36185 -0.16303 0.15927
O 5.14159 -1.62375 -0.42622
C 6.31479 -2.40615 -0.45596
H 6.82138 -2.40695 0.51495
H 5.98269 -3.41588 -0.69089
H 7.00581 -2.06323 -1.23091
S 2.52459 -0.23554 -0.90694
O 2.71569 -1.32377 -1.82064
O 1.68849 0.85080 -1.33940
N 1.95775 -0.74941 0.59132
C 0.59477 -0.36547 0.89037
H 0.50209 0.67141 0.57226
C -0.40390 -1.26063 0.14588
N -1.80975 -0.93773 0.39863
C -2.11452 0.46199 0.64001
H -1.90699 1.08651 -0.24542
C -3.59026 0.58833 1.01742
N -4.43141 0.09938 -0.05154
C -5.72577 0.58104 -0.18931
C -5.95894 1.96140 -0.17142
C -7.22532 2.47235 -0.36397
C -8.30045 1.62849 -0.59072
C -8.08429 0.26291 -0.62000
C -6.81979 -0.25822 -0.41874
H -6.69316 -1.32958 -0.42555
H -8.91166 -0.41118 -0.79111
H -9.29014 2.03092 -0.74416
H -7.37384 3.54266 -0.34659
H -5.13368 2.64211 -0.02652
C -4.12655 -1.28200 -0.33684
C -2.64632 -1.39820 -0.69752
H -2.45574 -0.80810 -1.61148
H -2.41931 -2.44313 -0.91123
H -4.33735 -1.93188 0.52794
H -4.71602 -1.61605 -1.19174
H -3.76159 -0.00609 1.93077
H -3.82368 1.62898 1.23615
H -1.52156 0.82538 1.47897
C -0.13911 -2.70840 0.58272
C 1.30058 -3.10337 0.27042
C 2.27057 -2.12328 0.92630
H 3.28729 -2.30995 0.58564
H 2.23052 -2.21302 2.01760
H 1.50355 -4.11481 0.62709
H 1.46502 -3.07365 -0.80751
H -0.82410 -3.39041 0.07879
H -0.32798 -2.78031 1.65656
H -0.16436 -1.15383 -0.92814
H 0.44929 -0.43978 1.97242
H 3.18765 2.37063 -0.44921
*
```



--- Q ---
Entry from the OMol25 dataset: the molecule C23H31N3O4S (ωB97M-V with the def2-TZVPD basis set).

The frontier orbital gap comes out at 8.5936 eV. For the LUMO energy, the calculation gives 0.27 eV. Its structure (SMILES) is CC(=O)Nc1ccc(S(=O)(=O)N2CCN(CCCOc3cc(C)ccc3C)CC2)cc1.

```
! wB97M-V def2-TZVPD RIJCOSX def2/J DEFGRID3
* xyz 0 1
C 1.60859 5.93573 -0.00142
C 1.99869 4.60762 -0.61353
O 1.73679 4.29257 -1.74822
N 2.67619 3.81130 0.27470
C 3.22572 2.54605 0.07667
C 3.22378 1.90856 -1.16439
C 3.79804 0.65696 -1.29254
C 4.36119 0.03645 -0.19389
C 4.38118 0.66253 1.03827
C 3.81593 1.91502 1.17503
H 3.83416 2.41370 2.13407
H 4.85508 0.16428 1.86906
S 5.06695 -1.60706 -0.35481
O 5.50611 -1.77086 -1.70860
O 6.00429 -1.78020 0.71646
N 3.85679 -2.71381 -0.10775
C 2.87953 -2.91721 -1.14766
C 1.61622 -2.08476 -0.91155
N 1.09791 -2.38499 0.41012
C 2.06370 -2.02432 1.42991
C 3.32981 -2.86171 1.22479
H 4.11978 -2.57211 1.91722
H 3.08598 -3.91841 1.37643
H 1.63691 -2.24834 2.41009
H 2.32387 -0.95156 1.39551
C -0.24522 -1.90842 0.65273
C -0.45219 -0.38393 0.65051
C -1.92874 -0.04968 0.83986
O -2.62883 -0.55675 -0.27195
C -3.99280 -0.48205 -0.29093
C -4.76281 0.12339 0.68908
C -6.15141 0.14965 0.59216
C -6.75787 -0.43700 -0.50406
C -5.98912 -1.03917 -1.48830
C -4.61105 -1.07488 -1.40368
C -3.76440 -1.72568 -2.45307
H -3.21366 -2.56238 -2.02466
H -3.03276 -1.01670 -2.83692
H -4.37708 -2.08839 -3.27394
H -6.47494 -1.49280 -2.34020
H -7.83387 -0.42605 -0.59552
C -6.95555 0.81031 1.67190
H -6.68627 1.86256 1.75754
H -6.76218 0.33776 2.63438
H -8.01915 0.74143 1.45975
H -4.29850 0.58823 1.54577
H -2.06314 1.03978 0.91048
H -2.29931 -0.50998 1.76726
H 0.12078 0.08135 1.45440
H -0.12217 0.03261 -0.30177
H -0.88937 -2.33973 -0.11702
H -0.56140 -2.30861 1.62118
H 0.85978 -2.35427 -1.65110
H 1.85709 -1.01433 -1.02790
H 3.35794 -2.65992 -2.09217
H 2.61270 -3.97921 -1.15506
H 3.83157 0.15726 -2.24781
H 2.77987 2.39963 -2.01397
H 2.81179 4.18615 1.20394
H 1.06920 6.52221 -0.73912
H 2.49797 6.48144 0.30707
H 0.97193 5.78070 0.86719
*
```



Q takes first place; second place is 40.0 kcal/mol up.



--- P ---
Entry from the OMol25 dataset: the ion CN3O2S with charge -1 (ωB97M-V with the def2-TZVPD basis set).

The frontier orbital gap comes out at 8.3095 eV. For the LUMO energy, the calculation gives 3.50 eV.

```
! wB97M-V def2-TZVPD RIJCOSX def2/J DEFGRID3
* xyz -1 1
C -1.52170 0.28107 0.18238
N -2.42138 0.00455 -0.46645
N 1.17674 0.75571 0.38772
N 1.08632 -0.36345 -0.24318
O 2.08453 -0.68469 -0.99728
O 0.04153 -0.99864 -0.19655
S -0.44602 1.00545 1.33336
*
```



--- Q ---
Entry from the OMol25 dataset: a cluster of 2 separate species, CN3O2S in total (ωB97M-V with the def2-TZVPD basis set).

The frontier orbital gap (spin up / spin down) comes out at 5.0759 / 5.0875 eV. For the LUMO energy (spin up / spin down), the calculation gives 0.73 / 0.74 eV.

```
! wB97M-V def2-TZVPD RIJCOSX def2/J DEFGRID3
* xyz -1 1
C -1.27487 -2.17226 1.20463
N -2.09818 -2.36573 1.97076
N 1.23994 0.56358 -1.33289
N 0.73088 1.57943 -0.83553
O -0.31913 1.75746 -0.25910
O 1.68286 2.42905 -0.96707
S 0.03850 -1.79153 0.21921
*
```



P takes first place; second place is 42.9 kcal/mol up.